[1]
{
  "formula": "C31H47Cl2IN5O3P2RbS2",
  "method": "ωB97M-V with the def2-TZVPD basis set",
  "homo_energy_ev": -1.29,
  "e_above_lowest_ev": 0.705,
  "lumo_ev": 3.1,
  "charge": -2,
  "symbols": ["Rb", "Cl", "C", "Cl", "H", "H", "S", "C", "C", "C", "C", "N", "C", "C", "C", "S", "C", "N", "H", "H", "C", "C", "N", "H", "H", "H", "I", "C", "C", "C", "C", "N", "C", "H", "H", "H", "H", "C", "O", "P", "O", "C", "O", "C", "H", "H", "H", "H", "H", "H", "H", "H", "H", "C", "C", "C", "C", "P", "N", "C", "C", "C", "C", "C", "C", "C", "C", "H", "H", "H", "H", "H", "H", "H", "H", "H", "H", "H", "H", "H", "H", "H", "H", "H", "H", "H", "H", "H", "H", "H", "H", "H", "H", "H"],
  "positions_angstrom": [[-0.259, -0.457, -0.198], [-0.919, 2.071, 1.436], [-2.450, 2.007, 0.535], [-2.178, 2.389, -1.183], [-3.125, 2.748, 0.946], [-2.831, 0.968, 0.564], [4.097, -1.733, 0.705], [4.318, -1.468, 2.418], [5.410, -2.083, 3.049], [5.731, -1.901, 4.389], [6.884, -2.559, 4.947], [7.813, -3.091, 5.375], [4.916, -1.063, 5.165], [3.809, -0.469, 4.577], [3.448, -0.649, 3.225], [1.999, 0.119, 2.653], [5.204, -0.819, 6.558], [5.420, -0.619, 7.672], [6.042, -2.724, 2.449], [3.176, 0.169, 5.180], [2.192, -4.148, -0.832], [1.264, -3.245, -1.509], [0.536, -2.532, -2.042], [2.756, -3.578, -0.080], [2.894, -4.566, -1.554], [1.641, -4.951, -0.345], [3.569, 4.247, -4.369], [3.383, 2.989, -2.701], [4.499, 2.367, -2.162], [4.305, 1.531, -1.079], [3.015, 1.353, -0.582], [1.946, 1.947, -1.119], [2.130, 2.762, -2.162], [5.484, 2.525, -2.582], [5.122, 0.990, -0.620], [2.847, 0.706, 0.276], [1.244, 3.224, -2.583], [-2.377, -0.724, -3.504], [-1.107, -0.444, -4.116], [-0.153, 0.603, -3.289], [-0.681, 2.038, -3.853], [-0.698, 2.324, -5.251], [1.162, 0.492, -4.247], [2.238, -0.359, -3.856], [-2.818, -1.556, -4.050], [-3.039, 0.144, -3.569], [-2.282, -0.996, -2.447], [-1.477, 3.066, -5.419], [-0.914, 1.429, -5.834], [0.266, 2.729, -5.561], [3.135, 0.006, -4.352], [2.039, -1.388, -4.157], [2.396, -0.334, -2.775], [-3.305, -3.789, -0.960], [-4.566, -3.261, -0.252], [-5.320, -4.431, 0.379], [-5.434, -2.659, -1.373], [-4.025, -1.779, 0.857], [-3.000, -0.890, 0.151], [-5.642, -0.813, 1.295], [-6.907, -1.593, 1.656], [-5.944, 0.116, 0.102], [-5.292, 0.122, 2.466], [-3.392, -2.540, 2.506], [-4.405, -3.154, 3.473], [-2.369, -3.628, 2.129], [-2.582, -1.450, 3.243], [-3.595, -4.321, -1.874], [-2.734, -4.482, -0.346], [-2.655, -2.955, -1.237], [-5.658, -5.109, -0.415], [-6.201, -4.113, 0.937], [-4.685, -5.011, 1.050], [-5.501, -3.370, -2.205], [-4.988, -1.735, -1.748], [-6.451, -2.448, -1.041], [-7.320, -2.124, 0.798], [-7.675, -0.888, 2.001], [-6.743, -2.315, 2.456], [-6.535, -0.377, -0.670], [-5.011, 0.460, -0.353], [-6.513, 0.989, 0.444], [-5.296, -0.394, 3.426], [-6.036, 0.925, 2.523], [-4.314, 0.583, 2.327], [-4.981, -3.961, 3.019], [-5.104, -2.417, 3.867], [-3.863, -3.575, 4.328], [-2.849, -4.551, 1.804], [-1.752, -3.865, 3.001], [-1.703, -3.281, 1.337], [-3.210, -0.806, 3.857], [-2.042, -0.822, 2.533], [-1.845, -1.915, 3.903]],
  "lowdin_charge": [0.47, 0.46, -1.03, 0.53, 0.02, -0.08, 0.48, -0.73, -0.11, -0.23, -0.21, 0.11, -0.23, -0.11, -0.76, 0.42, -0.21, 0.11, 0.09, 0.09, -0.08, -0.26, 0.09, -0.04, 0.08, 0.08, 0.80, -0.72, -0.15, -0.06, -0.17, 0.07, -0.25, 0.09, 0.09, -0.02, 0.09, -0.15, -0.36, 0.74, -0.40, -0.12, -0.35, -0.13, 0.08, 0.08, 0.02, 0.08, 0.08, 0.07, 0.08, 0.07, 0.07, -0.11, -0.59, -0.09, -0.11, 0.75, -0.40, -0.59, -0.10, -0.11, -0.10, -0.59, -0.09, -0.10, -0.09, 0.08, 0.06, 0.04, 0.08, 0.06, 0.06, 0.08, 0.07, 0.05, 0.05, 0.08, 0.05, 0.05, 0.06, 0.07, 0.06, 0.08, 0.07, 0.06, 0.05, 0.08, 0.05, 0.08, 0.07, 0.06, 0.05, 0.08]
}

[2]
{
  "formula": "C3H9NO2S",
  "method": "ωB97M-V with the def2-TZVPD basis set",
  "homo_energy_ev": -8.94,
  "e_above_lowest_ev": 1.830,
  "lumo_ev": 0.6,
  "charge": 0,
  "symbols": ["O", "C", "C", "C", "S", "N", "H", "H", "H", "H", "H", "H", "H", "H", "H", "O"],
  "positions_angstrom": [[-3.053, -0.011, -0.786], [-2.338, 0.275, 0.126], [-0.872, 0.682, -0.169], [-0.175, -0.620, -0.598], [1.531, -0.536, -1.199], [-0.158, 1.274, 0.991], [-2.724, 0.532, 1.149], [-0.768, 1.375, -0.997], [-0.163, -1.349, 0.216], [-0.690, -1.029, -1.467], [2.158, -0.084, -0.119], [-0.769, 1.847, 1.565], [0.502, 1.931, 0.588], [1.585, -0.075, 2.277], [2.613, -1.149, 2.672], [2.460, -0.423, 2.073]],
  "lowdin_charge": [0.08, -0.22, -0.40, -0.55, 0.72, 0.03, 0.13, 0.13, 0.08, 0.07, -0.19, 0.07, 0.08, 0.01, 0.03, -0.08]
}

[3]
{
  "formula": "C20H21BrCoN5S",
  "method": "ωB97M-V with the def2-TZVPD basis set",
  "s2": 3.82,
  "spin_multiplicity": 4,
  "homo_energy_ev": [-2.58, -3.98],
  "lumo_ev": [2.7, 2.3],
  "charge": -1,
  "symbols": ["Co", "C", "C", "N", "N", "C", "N", "S", "C", "C", "C", "C", "C", "N", "H", "H", "H", "H", "H", "H", "H", "H", "H", "C", "C", "C", "C", "C", "C", "N", "H", "H", "H", "H", "H", "H", "H", "H", "Br", "C", "C", "C", "C", "C", "C", "H", "H", "H", "H"],
  "positions_angstrom": [[-0.313, 0.062, 0.033], [-3.165, 3.018, -1.012], [-1.997, 2.205, -0.538], [-2.067, 0.882, -0.320], [-3.363, 0.410, -0.300], [-3.606, -0.812, -0.585], [-4.948, -1.199, -0.590], [-2.534, -2.110, -1.081], [-0.757, 2.809, -0.277], [-0.459, 4.183, -0.481], [0.768, 4.667, -0.134], [1.731, 3.797, 0.422], [1.403, 2.467, 0.560], [0.211, 1.965, 0.224], [-3.998, 2.371, -1.271], [-2.890, 3.605, -1.891], [-3.503, 3.719, -0.244], [-5.531, -0.556, -0.072], [-5.087, -2.168, -0.350], [-1.206, 4.831, -0.916], [1.005, 5.712, -0.295], [2.711, 4.144, 0.715], [2.122, 1.753, 0.941], [1.671, -1.075, 2.627], [2.289, -0.835, 1.287], [3.620, -0.918, 0.921], [3.688, -0.560, -0.447], [2.396, -0.265, -0.836], [1.894, 0.282, -2.135], [1.548, -0.442, 0.217], [2.335, -0.732, 3.423], [1.449, -2.129, 2.806], [0.731, -0.525, 2.721], [4.436, -1.210, 1.562], [4.568, -0.506, -1.068], [2.580, 0.039, -2.949], [1.785, 1.370, -2.102], [0.913, -0.127, -2.396], [1.115, -6.106, 1.088], [0.374, -4.421, 0.615], [-0.410, -3.737, 1.540], [-0.938, -2.517, 1.202], [-0.728, -1.893, -0.087], [0.098, -2.681, -0.993], [0.637, -3.887, -0.653], [-0.589, -4.164, 2.518], [-1.540, -1.994, 1.938], [0.289, -2.294, -1.984], [1.263, -4.428, -1.350]],
  "lowdin_spin": [1.10, 0.02, 0.14, 0.21, 0.00, 0.08, 0.04, 0.20, 0.13, 0.05, 0.05, 0.11, 0.01, 0.14, 0.00, 0.01, 0.01, 0.00, 0.00, 0.00, 0.00, 0.01, 0.00, 0.01, 0.00, 0.00, 0.00, 0.00, 0.01, 0.00, 0.00, 0.00, 0.00, 0.00, 0.00, 0.00, 0.00, 0.01, 0.05, 0.22, -0.01, 0.19, 0.06, 0.17, 0.00, 0.00, 0.01, 0.01, 0.00]
}

[4]
{
  "formula": "C4H10BNO",
  "method": "ωB97M-V with the def2-TZVPD basis set",
  "homo_energy_ev": -9.39,
  "e_above_lowest_ev": 0.957,
  "lumo_ev": 0.9,
  "charge": 0,
  "symbols": ["B", "C", "C", "C", "C", "N", "O", "H", "H", "H", "H", "H", "H", "H", "H", "H", "H"],
  "positions_angstrom": [[0.569, -1.072, 0.535], [-0.565, 2.452, -0.451], [0.553, 2.148, 0.186], [1.440, 1.002, -0.180], [-1.621, -1.909, -0.401], [-0.584, -1.881, 0.593], [0.734, -0.164, -0.392], [-0.849, 1.834, -1.322], [-1.142, 3.363, -0.237], [1.577, -1.251, 1.208], [0.899, 2.743, 0.992], [1.959, 1.251, -1.034], [2.317, 0.926, 0.594], [-1.759, -1.031, -1.009], [-1.584, -2.900, -1.116], [-2.578, -1.882, 0.212], [-0.558, -2.686, 1.213]],
  "lowdin_charge": [-0.51, 0.02, -0.15, -0.24, -0.13, 0.01, 0.04, 0.08, 0.06, 0.11, 0.09, 0.09, 0.15, 0.06, 0.13, 0.09, 0.11]
}

[5]
{
  "formula": "C4H12N2O",
  "method": "ωB97M-V with the def2-TZVPD basis set",
  "homo_energy_ev": -8.84,
  "e_above_lowest_ev": 1.507,
  "lumo_ev": 1.0,
  "charge": 0,
  "symbols": ["C", "N", "C", "C", "N", "C", "O", "H", "H", "H", "H", "H", "H", "H", "H", "H", "H", "H", "H"],
  "positions_angstrom": [[-1.760, 0.655, -0.068], [-2.916, -0.236, 0.149], [-0.468, -0.099, -0.175], [-0.201, -1.112, 0.988], [0.676, 0.741, -0.434], [1.925, 0.223, -0.821], [2.800, -0.157, 0.284], [-1.890, 1.184, -1.028], [-1.841, 1.462, 0.661], [-3.737, 0.321, -0.053], [-2.901, -0.986, -0.527], [-0.549, -0.759, -1.048], [0.220, -0.632, 1.869], [0.538, -1.816, 0.605], [-1.090, -1.672, 1.275], [0.699, 1.599, 0.099], [1.759, -0.707, -1.360], [2.512, 0.934, -1.399], [2.990, 0.624, 0.789]],
  "lowdin_charge": [-0.26, -0.01, -0.41, -0.05, -0.03, -0.27, -0.08, 0.11, 0.11, 0.06, 0.06, 0.13, 0.07, 0.07, 0.06, 0.12, 0.12, 0.11, 0.06]
}

[6]
{
  "formula": "CH4N3S2",
  "method": "ωB97M-V with the def2-TZVPD basis set",
  "homo_energy_ev": -12.99,
  "e_above_lowest_ev": 1.409,
  "lumo_ev": -5.6,
  "charge": 1,
  "symbols": ["C", "N", "N", "N", "S", "S", "H", "H", "H", "H"],
  "positions_angstrom": [[-0.359, 0.348, -0.063], [1.521, -1.068, 1.118], [0.138, -0.380, -1.088], [-1.234, 1.375, -0.123], [0.106, -0.278, 1.560], [1.291, -1.617, -0.887], [1.572, -1.792, 1.827], [-0.169, -0.357, -2.150], [-1.138, 2.035, -0.898], [-1.728, 1.735, 0.705]],
  "lowdin_charge": [-0.61, -0.50, -0.36, 0.13, 0.95, 0.91, 0.02, 0.19, 0.14, 0.14]
}

> What is the formula in the third record?

C20H21BrCoN5S

> Which value of charge does entry 3 give?

-1

> Which of these has the highest charge?

CH4N3S2